[1]
# C20H47BN3O4

4 unconnected molecules or ions with the total composition C20H47BN3O4 at a distorted geometry (ωB97M-V/def2-TZVPD, OMol25).

Properties
HOMO energy = -11.44 eV
total charge = +1
max |F| = 1.57 eV/A

Each line ends with the Mulliken charge.
Atoms and positions in Å:
1 C 3.079097 2.520164 2.266039  -0.07
2 C 2.640005 1.666601 1.551792  -2.11
3 C 2.054735 0.778343 0.526230  2.12
4 B 0.576747 1.345053 0.155022  0.22
5 O 0.345771 2.688359 0.376312  -0.59
6 N -0.404615 0.453673 -0.430757  0.05
7 C -1.445736 0.057066 0.539683  -0.87
8 C -0.973572 1.026511 -1.666717  -1.26
9 C 2.985030 0.833739 -0.736436  -1.24
10 N 2.961692 -0.394602 -1.501735  -0.36
11 C 3.453815 -1.529546 -0.727432  -0.76
12 C 3.006191 -1.578708 0.765172  -0.56
13 N 1.928961 -0.602965 1.126677  0.04
14 H 3.235382 3.393147 2.858752  0.52
15 H 0.135801 2.864041 1.300951  0.31
16 H -2.389202 0.616610 0.415549  -0.06
17 H -1.146346 0.201667 1.589303  0.42
18 H -1.660062 -1.010007 0.413540  0.41
19 H -0.144858 1.374369 -2.297584  0.40
20 H -1.619208 1.896770 -1.509390  0.26
21 H -1.451379 0.215166 -2.221154  0.49
22 H 2.598019 1.631299 -1.375840  0.45
23 H 4.005269 1.047382 -0.414629  0.44
24 H 2.033704 -0.614567 -1.845756  0.40
25 H 4.545948 -1.579144 -0.730072  0.31
26 H 3.087533 -2.431539 -1.219756  0.38
27 H 2.618870 -2.583935 0.947632  0.42
28 H 3.849592 -1.455834 1.448731  0.28
29 H 1.007910 -1.021034 0.966618  0.42
30 H 1.982818 -0.474378 2.138650  0.45
31 C -4.037529 -2.855497 -6.207396  -1.07
32 C -3.000176 -2.397594 -5.197115  -0.29
33 O -3.184849 -1.062799 -4.757511  -0.43
34 C -4.401924 -0.786223 -4.085978  -0.37
35 C -4.572530 -1.573359 -2.800284  -0.90
36 H -4.109934 -2.144381 -7.031150  0.29
37 H -3.769063 -3.833159 -6.608426  0.39
38 H -5.028325 -2.942050 -5.758114  0.26
39 H -2.014243 -2.422389 -5.662979  0.33
40 H -2.960877 -3.081329 -4.341195  0.29
41 H -5.252850 -0.937093 -4.757753  0.37
42 H -4.379746 0.277928 -3.845732  0.29
43 H -4.700372 -2.639082 -2.997663  0.34
44 H -5.451331 -1.227617 -2.254902  0.38
45 H -3.693750 -1.459568 -2.160999  0.12
46 C -7.860261 3.061100 0.388612  -1.05
47 C -7.111737 1.826719 0.860661  -0.32
48 O -6.027142 1.462895 0.020563  -0.38
49 C -4.990567 2.417182 -0.104986  -0.05
50 C -4.290328 2.734892 1.206952  -1.16
51 H -8.151268 2.956374 -0.657375  0.29
52 H -8.756666 3.212030 0.990120  0.40
53 H -7.249379 3.961972 0.472442  0.26
54 H -7.790246 0.973709 0.853296  0.33
55 H -6.771177 1.947752 1.894922  0.29
56 H -5.366213 3.330842 -0.577110  0.34
57 H -4.267303 1.982680 -0.799429  0.03
58 H -4.953321 3.261190 1.894567  0.39
59 H -3.419803 3.370150 1.031275  0.35
60 H -3.966320 1.816523 1.701627  0.32
61 C 8.630238 -0.147720 2.895868  -1.14
62 C 7.119058 -0.198026 3.033157  -0.24
63 O 6.573890 -1.496845 2.856411  -0.39
64 C 6.998606 -2.482216 3.786838  -0.32
65 C 6.624171 -2.165398 5.224325  -1.06
66 H 8.946831 -0.615948 1.962944  0.31
67 H 8.976470 0.885931 2.906465  0.40
68 H 9.127160 -0.672106 3.713254  0.28
69 H 6.670082 0.421533 2.254182  0.27
70 H 6.799690 0.223477 3.992453  0.33
71 H 8.074606 -2.657117 3.693078  0.31
72 H 6.505075 -3.407048 3.485446  0.33
73 H 7.173003 -1.301922 5.603321  0.26
74 H 6.853249 -3.012942 5.870100  0.40
75 H 5.559174 -1.939171 5.303804  0.27

Atomic forces in eV per Å
C -0.4 0.4 0.1
C -0.2 -0.5 -0.5
C 0.1 1.2 1.0
B -0.2 0.5 0.0
O -0.2 -0.7 -0.2
N 0.2 0.4 0.2
C -0.3 -0.4 0.0
C 0.6 -0.3 -0.4
C -0.7 -0.7 -0.4
N 0.1 -0.3 0.6
C -0.3 -0.1 0.0
C 0.5 -0.9 -0.3
N 0.3 -0.5 0.3
H 0.4 -0.2 0.1
H 0.3 0.5 0.0
H 0.4 -0.1 -0.1
H 0.1 0.0 -0.2
H -0.2 0.1 0.0
H -0.1 -0.1 0.0
H -0.2 -0.3 0.1
H -0.3 0.3 0.0
H 0.4 0.2 0.1
H -0.1 0.1 -0.1
H 0.0 0.3 -0.1
H -0.1 0.2 -0.1
H 0.1 0.1 0.0
H -0.1 0.2 0.2
H -0.1 0.4 -0.1
H 0.0 0.2 -0.6
H 0.0 0.0 0.0
C -0.2 0.1 0.1
C 0.0 -0.1 -0.1
O 0.2 0.2 0.0
C 0.0 0.0 0.1
C 0.0 -0.2 0.0
H 0.1 0.0 0.0
H 0.0 0.0 0.0
H 0.0 -0.1 0.0
H 0.0 0.1 0.1
H -0.1 0.0 0.0
H 0.0 -0.1 0.0
H 0.1 0.0 -0.1
H 0.0 0.0 0.0
H 0.0 0.0 0.0
H 0.0 0.1 0.0
C 0.2 0.1 0.0
C -0.2 0.1 0.0
O 0.2 -0.2 -0.1
C 0.0 0.0 0.0
C -0.1 0.0 0.1
H 0.0 -0.1 0.0
H 0.0 0.0 0.0
H 0.0 0.0 0.0
H 0.1 -0.1 -0.1
H 0.0 0.1 0.0
H 0.0 0.1 0.1
H -0.1 -0.1 -0.1
H 0.1 0.0 0.0
H 0.0 0.0 0.0
H 0.0 0.0 0.0
C 0.0 -0.2 0.1
C 0.1 0.1 0.0
O -0.3 0.0 -0.2
C 0.0 -0.1 0.2
C 0.1 0.2 0.0
H 0.0 0.1 0.0
H 0.0 0.0 0.0
H 0.0 0.1 0.0
H -0.1 -0.1 0.0
H 0.0 0.0 0.0
H 0.0 0.0 0.0
H 0.0 0.1 -0.1
H 0.0 0.0 0.0
H 0.0 0.0 0.0
H 0.0 -0.1 0.0

[2]
# C5H8N2

A single C5H8N2 molecule at a distorted geometry (ωB97M-V/def2-TZVPD, OMol25).

Properties
HOMO energy = -7.39 eV
max |F| = 1.30 eV/A

Each line ends with the Mulliken charge.
Atoms and positions in Å:
1 C -1.874007 -0.932233 0.330966  -1.37
2 C -0.717982 -0.167341 -0.259258  0.23
3 C -0.503184 1.292374 0.043488  -0.49
4 N 0.316533 0.257649 0.636595  -0.04
5 C 1.597059 -0.062854 0.641832  -0.28
6 C 2.105632 -1.178053 -0.144819  -0.36
7 N 2.474015 -0.462234 -1.204352  -0.33
8 H -2.174821 -0.528517 1.303518  0.34
9 H -1.602706 -1.983348 0.463818  0.31
10 H -2.732059 -0.886638 -0.343767  0.35
11 H -0.342409 -0.518628 -1.218716  0.49
12 H -0.030478 1.899931 -0.726500  0.29
13 H -1.204113 1.813526 0.693597  0.25
14 H 2.278525 0.663112 1.090548  0.45
15 H 2.454708 0.582031 -1.234713  0.16

Atomic forces in eV per Å
C -0.1 0.0 0.0
C -0.2 -0.2 -0.1
C -0.1 0.2 0.0
N 0.2 -0.4 0.3
C -0.1 1.1 -0.7
C 0.2 0.3 -0.6
N 0.0 -0.8 0.4
H 0.1 0.0 -0.2
H 0.0 0.1 0.0
H 0.0 0.0 0.1
H -0.1 0.1 0.1
H 0.0 -0.1 0.2
H 0.2 -0.2 0.0
H -0.1 -0.1 0.1
H -0.1 -0.1 0.5

| no. | M (g/mol) |
| --- | --- |
| 1 | 404.4 |
| 2 | 96.1 |